<P>
Density functional theory data (wB97M-V/def2-TZVPD) for 6 unconnected molecules or ions with the total composition C36H90N6O12.

The SMILES is COCCNCCOC.COCCNCCOC.COCCNCCOC.COCCNCCOC.COCCNCCOC.COCCNCCOC. As for the LUMO energy: 0.32 eV. For the HOMO-LUMO gap, the calculation gives 8.9098 eV. Its HOMO energy is -0.316 Ha. The spin multiplicity is 1.

Each atom is followed by the atoms it is bonded to, with distances in Å.
Element x y z (Å)
1 O 6.60 -31.05 -15.71  C39 1.403, C49 1.417
2 O 8.28 -30.86 -24.96  C32 1.428, C37 1.416
3 O 2.34 -36.00 -27.80  C30 1.400, C53 1.398
4 O 8.78 -32.26 -34.86  C33 1.404, C47 1.388
5 O 10.23 -34.22 -11.29  C24 1.412, C38 1.413
6 O 20.18 -34.16 -17.37  C21 1.427, C44 1.413
7 O 14.08 -34.08 -19.32  C28 1.416, C46 1.408
8 O 7.30 -27.72 -22.26  C48 1.401, C50 1.412
9 O 8.23 -30.11 -31.38  C19 1.403, C45 1.432
10 O 5.86 -24.33 -25.25  C31 1.399, C34 1.403
11 O 10.89 -30.43 -18.59  C26 1.444, C27 1.403
12 O 6.67 -34.63 -25.30  C42 1.412, C43 1.446
13 N 10.78 -30.39 -22.30  C25 1.471, C52 1.469, H95 1.013
14 N 7.16 -29.90 -34.24  C36 1.472, C41 1.496, H141 1.019
15 N 16.92 -33.65 -19.04  C22 1.451, C23 1.454, H110 1.011
16 N 5.28 -27.13 -24.35  C20 1.459, C51 1.464, H64 1.017
17 N 7.75 -32.66 -13.48  C29 1.442, C54 1.456, H58 1.017
18 N 3.42 -34.66 -25.33  C35 1.449, C40 1.475, H140 1.013
19 C 8.50 -29.95 -30.01  O9 1.403, H85 1.094, H129 1.096, H137 1.097
20 C 5.15 -28.07 -23.25  N16 1.459, C48 1.527, H79 1.094, H101 1.092
21 C 19.11 -34.56 -18.22  O6 1.427, C22 1.533, H59 1.090, H117 1.096
22 C 17.93 -33.60 -18.00  N15 1.451, C21 1.533, H83 1.099, H108 1.095
23 C 15.86 -32.69 -18.79  N15 1.454, C46 1.541, H100 1.091, H139 1.101
24 C 9.62 -33.25 -12.11  O5 1.412, C29 1.521, H62 1.104, H113 1.099
25 C 10.39 -30.87 -20.97  N13 1.471, C27 1.527, H76 1.096, H136 1.092
26 C 9.63 -29.94 -18.08  O11 1.444, H77 1.089, H78 1.089, H92 1.088
27 C 11.19 -30.10 -19.92  O11 1.403, C25 1.527, H106 1.097, H120 1.095
28 C 12.79 -34.44 -19.79  O7 1.416, H122 1.092, H123 1.095, H134 1.091
29 C 8.42 -33.78 -12.88  N17 1.442, C24 1.521, H128 1.103, H131 1.094
30 C 2.68 -36.65 -26.61  O3 1.400, C40 1.506, H104 1.102, H105 1.093
31 C 5.96 -23.36 -24.24  O10 1.399, H80 1.088, H125 1.105, H133 1.097
32 C 8.79 -30.05 -26.03  O2 1.428, H82 1.097, H99 1.091, H102 1.090
33 C 7.40 -32.24 -35.14  O4 1.404, C41 1.494, H87 1.092, H114 1.101
34 C 4.63 -24.98 -25.35  O10 1.403, C51 1.529, H81 1.100, H98 1.088
35 C 4.46 -34.05 -24.53  N18 1.449, C42 1.548, H63 1.096, H72 1.103
36 C 6.46 -30.27 -33.01  N14 1.472, C45 1.497, H55 1.092, H84 1.101
37 C 8.83 -30.42 -23.73  O2 1.416, C52 1.519, H126 1.098, H138 1.093
38 C 11.33 -33.69 -10.59  O5 1.413, H70 1.095, H91 1.089, H93 1.092
39 C 6.79 -31.65 -16.96  O1 1.403, H75 1.096, H89 1.099, H142 1.088
40 C 3.79 -36.00 -25.81  N18 1.475, C30 1.506, H107 1.088, H130 1.100
41 C 6.91 -30.85 -35.37  N14 1.496, C33 1.494, H65 1.092, H73 1.091
42 C 5.71 -33.60 -25.34  O12 1.412, C35 1.548, H57 1.096, H96 1.097
43 C 8.00 -34.12 -25.52  O12 1.446, H66 1.091, H90 1.090, H115 1.094
44 C 20.96 -33.14 -17.94  O6 1.413, H69 1.087, H103 1.091, H127 1.099
45 C 6.97 -29.57 -31.79  O9 1.432, C36 1.497, H68 1.098, H71 1.094
46 C 14.68 -32.88 -19.76  O7 1.408, C23 1.541, H74 1.097, H94 1.096
47 C 9.25 -33.45 -34.32  O4 1.388, H61 1.099, H67 1.091, H116 1.100
48 C 5.92 -27.64 -22.00  O8 1.401, C20 1.527, H109 1.106, H143 1.103
49 C 5.85 -31.79 -14.77  O1 1.417, C54 1.497, H124 1.092, H135 1.098
50 C 8.10 -27.65 -21.10  O8 1.412, H88 1.095, H111 1.098, H144 1.087
51 C 4.34 -26.01 -24.25  N16 1.464, C34 1.529, H56 1.090, H97 1.100
52 C 10.17 -31.07 -23.46  N13 1.469, C37 1.519, H60 1.096, H121 1.093
53 C 3.20 -36.23 -28.88  O3 1.398, H86 1.102, H112 1.086, H119 1.097
54 C 6.54 -32.99 -14.21  N17 1.456, C49 1.497, H118 1.103, H132 1.091
55 H 5.39 -30.18 -33.21  C36 1.092
56 H 3.32 -26.37 -24.32  C51 1.090
57 H 5.99 -32.63 -24.90  C42 1.096
58 H 8.39 -32.28 -14.17  N17 1.017
59 H 18.91 -35.62 -18.08  C21 1.090
60 H 10.15 -32.16 -23.36  C52 1.096
61 H 8.88 -34.37 -34.80  C47 1.099
62 H 9.24 -32.52 -11.37  C24 1.104
63 H 3.95 -33.17 -24.12  C35 1.096
64 H 6.22 -26.75 -24.25  N16 1.017
65 H 5.82 -30.82 -35.48  C41 1.092
66 H 8.11 -33.63 -26.48  C43 1.091
67 H 9.21 -33.53 -33.23  C47 1.091
68 H 6.30 -29.79 -30.94  C45 1.098
69 H 21.72 -32.86 -17.21  C44 1.087
70 H 12.06 -33.27 -11.30  C38 1.095
71 H 7.06 -28.48 -31.86  C45 1.094
72 H 4.80 -34.73 -23.74  C35 1.103
73 H 7.39 -30.28 -36.17  C41 1.091
74 H 15.05 -32.96 -20.79  C46 1.097
75 H 7.62 -32.37 -17.04  C39 1.096
76 H 10.60 -31.95 -20.92  C25 1.096
77 H 8.86 -30.34 -18.75  C26 1.089
78 H 9.74 -28.87 -17.96  C26 1.089
79 H 5.56 -29.07 -23.45  C20 1.094
80 H 7.03 -23.16 -24.16  C31 1.088
81 H 3.73 -24.34 -25.29  C34 1.100
82 H 9.87 -29.90 -25.97  C32 1.097
83 H 17.54 -33.59 -16.97  C22 1.099
84 H 6.63 -31.33 -32.77  C36 1.101
85 H 8.59 -28.91 -29.71  C19 1.094
86 H 4.24 -36.11 -28.53  C53 1.102
87 H 6.78 -32.75 -34.40  C33 1.092
88 H 8.07 -26.63 -20.72  C50 1.095
89 H 5.88 -32.21 -17.21  C39 1.099
90 H 8.22 -33.52 -24.63  C43 1.090
91 H 11.88 -34.49 -10.11  C38 1.089
92 H 9.57 -30.47 -17.14  C26 1.088
93 H 10.98 -32.96 -9.86  C38 1.092
94 H 14.03 -32.00 -19.67  C46 1.096
95 H 11.80 -30.45 -22.33  N13 1.013
96 H 5.37 -33.38 -26.36  C42 1.097
97 H 4.46 -25.50 -23.28  C51 1.100
98 H 4.56 -25.44 -26.34  C34 1.088
99 H 8.37 -29.05 -26.05  C32 1.091
100 H 16.20 -31.66 -18.74  C23 1.091
101 H 4.10 -28.21 -22.99  C20 1.092
102 H 8.63 -30.73 -26.87  C32 1.090
103 H 20.37 -32.29 -18.30  C44 1.091
104 H 3.02 -37.68 -26.80  C30 1.102
105 H 1.79 -36.76 -25.99  C30 1.093
106 H 11.20 -29.03 -20.14  C27 1.097
107 H 4.70 -35.82 -26.38  C40 1.088
108 H 18.33 -32.58 -18.07  C22 1.095
109 H 5.59 -28.28 -21.16  C48 1.106
110 H 16.50 -34.55 -19.21  N15 1.011
111 H 7.73 -28.22 -20.23  C50 1.098
112 H 3.07 -35.47 -29.64  C53 1.086
113 H 10.30 -32.67 -12.75  C24 1.099
114 H 7.16 -32.75 -36.09  C33 1.101
115 H 8.55 -35.07 -25.51  C43 1.094
116 H 10.30 -33.66 -34.55  C47 1.100
117 H 19.43 -34.48 -19.27  C21 1.096
118 H 6.83 -33.63 -15.07  C54 1.103
119 H 3.25 -37.22 -29.34  C53 1.097
120 H 12.24 -30.39 -20.02  C27 1.095
121 H 10.83 -30.92 -24.32  C52 1.093
122 H 12.38 -33.88 -20.63  C28 1.092
123 H 12.92 -35.47 -20.14  C28 1.095
124 H 5.57 -31.06 -14.01  C49 1.092
125 H 5.49 -22.39 -24.46  C31 1.105
126 H 8.24 -30.69 -22.84  C37 1.098
127 H 21.52 -33.49 -18.81  C44 1.099
128 H 8.77 -34.59 -13.54  C29 1.103
129 H 7.86 -30.63 -29.44  C19 1.096
130 H 4.02 -36.67 -24.98  C40 1.100
131 H 7.77 -34.30 -12.16  C29 1.094
132 H 5.82 -33.52 -13.59  C54 1.091
133 H 5.45 -23.55 -23.29  C31 1.097
134 H 12.09 -34.45 -18.95  C28 1.091
135 H 4.86 -32.06 -15.16  C49 1.098
136 H 9.32 -30.68 -20.87  C25 1.092
137 H 9.51 -30.36 -29.89  C19 1.097
138 H 8.88 -29.34 -23.56  C37 1.093
139 H 15.38 -32.93 -17.83  C23 1.101
140 H 2.59 -34.62 -24.76  N18 1.013
141 H 8.15 -29.98 -34.00  N14 1.019
142 H 6.92 -30.89 -17.73  C39 1.088
143 H 5.57 -26.72 -21.51  C48 1.103
144 H 9.10 -28.01 -21.31  C50 1.087

Mulliken atomic charge list, values in e, 4 entries: -0.399, -0.088, -0.333, -0.311

<Q>
Density functional theory data (wB97M-V/def2-TZVPD) for 6 unconnected molecules or ions with the total composition C36H90N6O12.

The SMILES is COCCNCCOC.COCCNCCOC.COCCNCCOC.COCCNCCOC.COCCNCCOC.COCCNCCOC. As for the LUMO energy: 0.56 eV. For the HOMO-LUMO gap, the calculation gives 8.8711 eV. Its HOMO energy is -0.305 Ha. The spin multiplicity is 1.

Each atom is followed by the atoms it is bonded to, with distances in Å.
Element x y z (Å)
1 O -6.65 28.92 17.61  C33 1.399, C40 1.386
2 O -14.57 23.41 15.71  C30 1.446, C35 1.501
3 O -8.14 24.29 25.72  C21 1.345, C22 1.350
4 O -22.32 27.30 13.15  C51 1.375, C53 1.428
5 O -10.77 26.16 7.66  C28 1.469, C44 1.395
6 O -18.11 23.12 10.82  C26 1.448, C47 1.403
7 O -8.52 30.48 3.36  C46 1.440, C52 1.441
8 O -13.51 27.10 11.11  C32 1.337, C45 1.457
9 O -18.05 28.75 16.20  C20 1.464, C38 1.479
10 O -2.69 31.38 19.70  C48 1.378, C50 1.401
11 O -8.99 25.83 19.90  C29 1.464, C39 1.395
12 O -9.92 28.25 15.15  C23 1.460, C54 1.411
13 N -12.24 28.86 13.03  C36 1.475, C37 1.509, H139 1.010
14 N -16.52 22.88 13.80  C27 1.538, C49 1.392, H130 1.010
15 N -5.76 31.23 19.20  C25 1.552, C31 1.486, H71 1.010
16 N -8.76 23.06 22.17  C41 1.536, C42 1.469, H93 1.010
17 N -9.94 29.35 5.69  C19 1.472, C43 1.442, H74 1.010
18 N -19.29 27.00 13.83  C24 1.396, C34 1.489, H67 1.010
19 C -10.35 27.94 5.85  N17 1.472, C28 1.572, H99 1.090, H143 1.090
20 C -19.48 29.03 16.35  O9 1.464, H92 1.090, H104 1.090, H127 1.090
21 C -7.17 24.47 26.63  O3 1.345, H68 1.090, H73 1.090, H97 1.090
22 C -7.82 23.46 24.70  O3 1.350, C41 1.584, H61 1.090, H141 1.090
23 C -8.75 27.38 15.18  O12 1.460, H65 1.090, H86 1.090, H144 1.090
24 C -19.98 27.20 12.63  N18 1.396, C51 1.545, H112 1.090, H120 1.090
25 C -4.78 32.43 19.12  N15 1.552, C48 1.586, H77 1.090, H136 1.090
26 C -16.94 22.42 10.34  O6 1.448, H57 1.090, H69 1.090, H81 1.090
27 C -17.89 23.23 13.20  N14 1.538, C47 1.541, H102 1.090, H124 1.090
28 C -10.31 27.52 7.36  O5 1.469, C19 1.572, H116 1.090, H122 1.090
29 C -9.11 25.47 21.31  O11 1.464, C42 1.646, H70 1.090, H75 1.090
30 C -15.13 22.10 15.48  O2 1.446, C49 1.478, H85 1.090, H89 1.090
31 C -6.91 31.25 18.26  N15 1.486, C40 1.555, H56 1.090, H137 1.090
32 C -14.67 26.66 10.61  O8 1.337, H76 1.090, H90 1.090, H96 1.090
33 C -6.47 27.81 18.44  O1 1.399, H64 1.090, H87 1.090, H111 1.090
34 C -18.16 27.97 13.90  N18 1.489, C38 1.514, H60 1.090, H128 1.090
35 C -13.08 23.51 15.91  O2 1.501, H66 1.090, H72 1.090, H115 1.090
36 C -11.29 29.68 13.81  N13 1.475, C54 1.620, H108 1.090, H131 1.090
37 C -12.01 28.89 11.54  N13 1.509, C45 1.511, H107 1.090, H126 1.090
38 C -17.56 27.71 15.27  O9 1.479, C34 1.514, H105 1.090, H109 1.090
39 C -9.97 26.71 19.45  O11 1.395, H83 1.090, H95 1.090, H117 1.090
40 C -7.57 29.85 18.10  O1 1.386, C31 1.555, H91 1.090, H110 1.090
41 C -9.01 23.28 23.67  N16 1.536, C22 1.584, H63 1.090, H135 1.090
42 C -8.08 24.20 21.53  N16 1.469, C29 1.646, H98 1.090, H133 1.090
43 C -8.54 29.66 5.77  N17 1.442, C46 1.592, H58 1.090, H119 1.090
44 C -10.52 25.77 8.98  O5 1.395, H55 1.090, H84 1.090, H134 1.090
45 C -13.26 28.49 10.79  O8 1.457, C37 1.511, H94 1.090, H121 1.090
46 C -7.87 29.63 4.32  O7 1.440, C43 1.592, H100 1.090, H138 1.090
47 C -17.84 24.00 11.88  O6 1.403, C27 1.541, H82 1.090, H142 1.090
48 C -3.63 32.26 20.20  O10 1.378, C25 1.586, H88 1.090, H125 1.090
49 C -16.52 22.12 14.97  N14 1.392, C30 1.478, H79 1.090, H114 1.090
50 C -1.39 31.59 20.16  O10 1.401, H62 1.090, H80 1.090, H132 1.090
51 C -21.34 26.46 12.68  O4 1.375, C24 1.545, H103 1.090, H113 1.090
52 C -8.38 31.87 3.71  O7 1.441, H59 1.090, H78 1.090, H101 1.090
53 C -22.46 27.46 14.57  O4 1.428, H118 1.090, H123 1.090, H140 1.090
54 C -9.85 28.96 13.94  O12 1.411, C36 1.620, H106 1.090, H129 1.090
55 H -11.13 26.30 9.70  C44 1.090
56 H -6.62 31.53 17.24  C31 1.090
57 H -17.14 22.08 9.32  C26 1.090
58 H -8.03 28.90 6.34  C43 1.090
59 H -9.26 32.43 3.39  C52 1.090
60 H -18.48 29.00 14.04  C34 1.090
61 H -7.54 22.44 24.99  C22 1.090
62 H -1.40 31.44 21.24  C50 1.090
63 H -9.70 22.49 23.96  C41 1.090
64 H -6.15 28.15 19.43  C33 1.090
65 H -8.70 26.67 14.35  C23 1.090
66 H -12.93 23.42 16.99  C35 1.090
67 H -19.89 27.25 14.60  N18 1.010
68 H -7.54 25.12 27.42  C21 1.090
69 H -16.65 21.59 10.98  C26 1.090
70 H -8.78 26.36 21.85  C29 1.090
71 H -5.32 30.33 19.08  N15 1.010
72 H -12.59 22.72 15.34  C35 1.090
73 H -6.79 23.50 26.95  C21 1.090
74 H -10.40 29.78 4.89  N17 1.010
75 H -10.16 25.34 21.56  C29 1.090
76 H -14.66 25.58 10.75  C32 1.090
77 H -5.28 33.31 19.53  C25 1.090
78 H -7.67 32.42 3.09  C52 1.090
79 H -16.82 21.07 14.91  C49 1.090
80 H -0.65 30.88 19.78  C50 1.090
81 H -16.21 23.21 10.15  C26 1.090
82 H -18.47 24.90 11.85  C47 1.090
83 H -10.84 26.08 19.28  C39 1.090
84 H -10.81 24.72 9.03  C44 1.090
85 H -15.30 21.51 16.38  C30 1.090
86 H -8.98 26.67 15.97  C23 1.090
87 H -7.36 27.19 18.50  C33 1.090
88 H -3.36 33.32 20.29  C48 1.090
89 H -14.52 21.43 14.87  C30 1.090
90 H -14.71 26.86 9.54  C32 1.090
91 H -8.42 29.86 17.41  C40 1.090
92 H -19.98 29.37 15.44  C20 1.090
93 H -9.60 22.94 21.64  N16 1.010
94 H -14.11 29.16 10.97  C45 1.090
95 H -10.19 27.46 20.20  C39 1.090
96 H -15.62 27.05 10.99  C32 1.090
97 H -6.30 25.00 26.23  C21 1.090
98 H -7.77 23.81 20.56  C42 1.090
99 H -9.64 27.37 5.25  C19 1.090
100 H -8.13 28.71 3.80  C46 1.090
101 H -8.22 31.99 4.78  C52 1.090
102 H -18.42 22.28 13.08  C27 1.090
103 H -21.28 25.65 13.41  C51 1.090
104 H -19.94 28.14 16.78  C20 1.090
105 H -17.72 26.68 15.57  C38 1.090
106 H -9.72 28.30 13.08  C54 1.090
107 H -11.82 29.92 11.21  C37 1.090
108 H -11.18 30.66 13.35  C36 1.090
109 H -16.49 27.76 15.08  C38 1.090
110 H -8.08 29.51 19.00  C40 1.090
111 H -5.80 27.14 17.90  C33 1.090
112 H -20.05 28.22 12.26  C24 1.090
113 H -21.69 26.04 11.74  C51 1.090
114 H -16.98 22.52 15.87  C49 1.090
115 H -12.73 24.53 15.75  C35 1.090
116 H -11.03 28.17 7.86  C28 1.090
117 H -9.55 27.30 18.63  C39 1.090
118 H -22.38 26.46 14.99  C53 1.090
119 H -8.32 30.61 6.27  C43 1.090
120 H -19.41 26.82 11.79  C24 1.090
121 H -13.15 28.72 9.73  C45 1.090
122 H -9.31 27.61 7.79  C28 1.090
123 H -23.48 27.81 14.71  C53 1.090
124 H -18.39 23.79 14.00  C27 1.090
125 H -4.00 31.95 21.17  C48 1.090
126 H -11.15 28.37 11.13  C37 1.090
127 H -19.76 29.81 17.06  C20 1.090
128 H -17.43 27.79 13.10  C34 1.090
129 H -9.07 29.72 13.96  C54 1.090
130 H -15.89 23.63 14.06  N14 1.010
131 H -11.72 29.70 14.81  C36 1.090
132 H -1.06 32.61 19.95  C50 1.090
133 H -7.19 24.39 22.12  C42 1.090
134 H -9.47 25.70 9.28  C44 1.090
135 H -9.55 24.22 23.81  C41 1.090
136 H -4.37 32.65 18.14  C25 1.090
137 H -7.64 31.97 18.61  C31 1.090
138 H -6.78 29.60 4.39  C46 1.090
139 H -12.04 27.96 13.44  N13 1.010
140 H -21.95 28.30 15.04  C53 1.090
141 H -6.87 23.83 24.30  C22 1.090
142 H -16.87 24.49 11.75  C47 1.090
143 H -11.39 27.64 5.73  C19 1.090
144 H -7.79 27.89 15.25  C23 1.090

Mulliken atomic charge list, values in e, 4 entries: -0.358, -0.323, -0.311, -0.462

<R>
Density functional theory data (wB97M-V/def2-TZVPD) for 6 unconnected molecules or ions with the total composition C36H90N6O12.

The SMILES is COCCNCCOC.COCCNCCOC.COCCNCCOC.COCCNCCOC.COCCNCCOC.COCCNCCOC. As for the LUMO energy: 0.58 eV. For the HOMO-LUMO gap, the calculation gives 8.9207 eV. Its HOMO energy is -0.307 Ha. The spin multiplicity is 1.

Each atom is followed by the atoms it is bonded to, with distances in Å.
Element x y z (Å)
1 O -6.27 -2.59 -10.27  C25 1.503, C49 1.474
2 O 0.93 0.17 2.48  C22 1.456, C29 1.435
3 O -2.27 -0.75 -5.44  C21 1.432, C46 1.455
4 O 0.23 1.22 7.06  C34 1.378, C43 1.451
5 O -4.24 -7.43 -1.17  C30 1.426, C42 1.401
6 O -0.89 8.70 5.05  C19 1.366, C38 1.439
7 O 1.17 -2.47 -0.94  C23 1.451, C37 1.427
8 O 0.33 5.89 0.84  C26 1.408, C32 1.398
9 O 6.99 0.16 -1.11  C33 1.464, C44 1.387
10 O 13.09 2.07 1.38  C41 1.483, C51 1.445
11 O -3.30 1.48 -0.56  C39 1.405, C54 1.442
12 O -6.65 -5.66 1.98  C45 1.410, C50 1.401
13 N 10.01 0.81 -0.61  C20 1.467, C27 1.506, H101 1.010
14 N -1.31 -0.98 -0.73  C24 1.429, C28 1.471, H124 1.010
15 N -2.70 7.53 2.33  C31 1.488, C53 1.441, H105 1.010
16 N -3.75 -1.05 -7.94  C35 1.460, C36 1.473, H138 1.010
17 N -4.70 -4.75 -0.12  C47 1.482, C48 1.479, H83 1.010
18 N 1.71 -0.51 5.36  C40 1.478, C52 1.430, H100 1.010
19 C -0.22 9.80 5.49  O6 1.366, H62 1.090, H81 1.090, H141 1.090
20 C 11.14 1.64 -0.17  N13 1.467, C41 1.559, H85 1.090, H144 1.090
21 C -2.35 0.16 -6.55  O3 1.432, C36 1.521, H77 1.090, H122 1.090
22 C 1.98 -0.66 3.06  O2 1.456, C52 1.479, H104 1.090, H133 1.090
23 C 2.50 -2.63 -0.38  O7 1.451, H64 1.090, H103 1.090, H115 1.090
24 C -1.27 -2.41 -0.74  N14 1.429, C37 1.543, H87 1.090, H135 1.090
25 C -4.93 -2.15 -9.74  O1 1.503, C35 1.479, H88 1.090, H132 1.090
26 C -0.69 6.00 1.81  O8 1.408, C31 1.553, H56 1.090, H120 1.090
27 C 8.84 0.73 0.34  N13 1.506, C33 1.542, H67 1.090, H129 1.090
28 C -2.44 -0.62 -1.60  N14 1.471, C54 1.514, H72 1.090, H125 1.090
29 C -0.33 0.17 3.16  O2 1.435, H60 1.090, H78 1.090, H140 1.090
30 C -3.29 -6.36 -1.08  O5 1.426, C47 1.521, H109 1.090, H136 1.090
31 C -1.44 7.33 1.55  N15 1.488, C26 1.553, H82 1.090, H94 1.090
32 C 0.53 4.61 0.32  O8 1.398, H66 1.090, H68 1.090, H96 1.090
33 C 7.85 -0.38 -0.06  O9 1.464, C27 1.542, H114 1.090, H117 1.090
34 C 1.06 0.23 7.54  O4 1.378, C40 1.533, H86 1.090, H106 1.090
35 C -5.06 -1.33 -8.51  N16 1.460, C25 1.479, H55 1.090, H128 1.090
36 C -3.77 0.13 -7.07  N16 1.473, C21 1.521, H92 1.090, H111 1.090
37 C 0.08 -2.67 -0.05  O7 1.427, C24 1.543, H118 1.090, H131 1.090
38 C -2.16 8.93 4.41  O6 1.439, C53 1.597, H73 1.090, H130 1.090
39 C -2.69 1.45 0.71  O11 1.405, H57 1.090, H99 1.090, H112 1.090
40 C 2.25 0.11 6.58  N18 1.478, C34 1.533, H127 1.090, H134 1.090
41 C 12.28 1.03 0.69  O10 1.483, C20 1.559, H79 1.090, H84 1.090
42 C -4.18 -8.30 -2.27  O5 1.401, H58 1.090, H76 1.090, H89 1.090
43 C -0.95 1.34 7.90  O4 1.451, H95 1.090, H116 1.090, H143 1.090
44 C 5.98 -0.72 -1.48  O9 1.387, H59 1.090, H61 1.090, H97 1.090
45 C -7.86 -6.13 2.53  O12 1.410, H90 1.090, H93 1.090, H142 1.090
46 C -1.04 -1.52 -5.47  O3 1.455, H75 1.090, H119 1.090, H123 1.090
47 C -3.56 -5.63 0.23  N17 1.482, C30 1.521, H63 1.090, H80 1.090
48 C -5.13 -4.01 1.08  N17 1.479, C50 1.523, H70 1.090, H121 1.090
49 C -6.13 -3.25 -11.58  O1 1.474, H74 1.090, H91 1.090, H108 1.090
50 C -6.57 -4.37 1.42  O12 1.401, C48 1.523, H126 1.090, H137 1.090
51 C 14.39 1.64 1.84  O10 1.445, H98 1.090, H107 1.090, H113 1.090
52 C 2.55 -0.06 4.29  N18 1.430, C22 1.479, H65 1.090, H71 1.090
53 C -2.69 7.57 3.77  N15 1.441, C38 1.597, H110 1.090, H139 1.090
54 C -2.48 0.89 -1.60  O11 1.442, C28 1.514, H69 1.090, H102 1.090
55 H -5.55 -1.96 -7.77  C35 1.090
56 H 0.02 6.26 2.59  C26 1.090
57 H -3.21 2.02 1.48  C39 1.090
58 H -3.15 -8.58 -2.49  C42 1.090
59 H 6.33 -1.75 -1.56  C44 1.090
60 H -1.03 -0.61 2.83  C29 1.090
61 H 5.10 -0.65 -0.84  C44 1.090
62 H -0.80 10.34 6.22  C19 1.090
63 H -3.81 -6.24 1.10  C47 1.090
64 H 2.65 -3.58 0.14  C23 1.090
65 H 3.59 -0.34 4.44  C52 1.090
66 H 1.30 4.65 -0.45  C32 1.090
67 H 8.41 1.73 0.32  C27 1.090
68 H 0.62 3.77 1.02  C32 1.090
69 H -1.45 1.22 -1.69  C54 1.090
70 H -5.16 -2.96 0.79  C48 1.090
71 H 2.42 1.01 4.13  C52 1.090
72 H -2.15 -0.74 -2.65  C28 1.090
73 H -2.13 9.66 3.60  C38 1.090
74 H -5.41 -2.78 -12.25  C49 1.090
75 H -0.74 -2.06 -6.36  C46 1.090
76 H -4.74 -9.22 -2.10  C42 1.090
77 H -1.59 0.01 -7.32  C21 1.090
78 H -0.67 1.14 2.81  C29 1.090
79 H 12.94 0.46 0.04  C41 1.090
80 H -2.71 -4.99 0.46  C47 1.090
81 H -0.09 10.54 4.70  C19 1.090
82 H -0.85 8.24 1.60  C31 1.090
83 H -5.49 -5.30 -0.42  N17 1.010
84 H 11.97 0.36 1.49  C41 1.090
85 H 10.67 2.43 0.42  C20 1.090
86 H 1.55 0.54 8.46  C34 1.090
87 H -2.12 -2.92 -0.28  C24 1.090
88 H -4.57 -1.42 -10.47  C25 1.090
89 H -4.55 -7.88 -3.21  C42 1.090
90 H -7.73 -7.21 2.50  C45 1.090
91 H -5.75 -4.27 -11.52  C49 1.090
92 H -3.94 1.14 -7.45  C36 1.090
93 H -8.67 -5.92 1.83  C45 1.090
94 H -1.65 7.15 0.49  C31 1.090
95 H -0.84 2.03 8.74  C43 1.090
96 H -0.43 4.40 -0.16  C32 1.090
97 H 5.54 -0.35 -2.41  C44 1.090
98 H 14.35 1.33 2.88  C51 1.090
99 H -1.70 1.90 0.69  C39 1.090
100 H 0.79 -0.11 5.30  N18 1.010
101 H 9.69 0.99 -1.55  N13 1.010
102 H -3.03 1.21 -2.48  C54 1.090
103 H 3.33 -2.45 -1.07  C23 1.090
104 H 1.60 -1.65 3.32  C22 1.090
105 H -3.29 8.16 1.81  N15 1.010
106 H 0.48 -0.70 7.55  C34 1.090
107 H 15.09 2.47 1.79  C51 1.090
108 H -7.12 -3.52 -11.94  C49 1.090
109 H -3.51 -5.69 -1.90  C30 1.090
110 H -2.08 6.77 4.18  C53 1.090
111 H -4.40 0.05 -6.18  C36 1.090
112 H -2.74 0.47 1.17  C39 1.090
113 H 14.97 0.87 1.33  C51 1.090
114 H 7.27 -0.69 0.81  C33 1.090
115 H 2.67 -1.79 0.29  C23 1.090
116 H -1.44 0.44 8.27  C43 1.090
117 H 8.37 -1.30 -0.34  C33 1.090
118 H 0.19 -2.06 0.85  C37 1.090
119 H -1.22 -2.16 -4.60  C46 1.090
120 H -1.21 5.13 2.21  C26 1.090
121 H -4.49 -4.22 1.94  C48 1.090
122 H -2.24 1.23 -6.37  C21 1.090
123 H -0.18 -1.01 -5.05  C46 1.090
124 H -0.42 -0.70 -1.11  N14 1.010
125 H -3.31 -1.26 -1.50  C28 1.090
126 H -7.25 -4.22 0.59  C50 1.090
127 H 3.02 -0.50 7.05  C40 1.090
128 H -5.70 -0.49 -8.77  C35 1.090
129 H 9.20 0.59 1.36  C27 1.090
130 H -2.81 9.21 5.24  C38 1.090
131 H 0.11 -3.72 0.22  C37 1.090
132 H -4.16 -2.90 -9.57  C25 1.090
133 H 2.73 -0.78 2.28  C22 1.090
134 H 2.75 1.08 6.51  C40 1.090
135 H -1.01 -2.76 -1.74  C24 1.090
136 H -2.30 -6.80 -1.18  C30 1.090
137 H -6.94 -3.72 2.21  C50 1.090
138 H -3.51 -1.82 -7.33  N16 1.010
139 H -3.65 7.35 4.24  C53 1.090
140 H -0.33 0.50 4.20  C29 1.090
141 H 0.76 9.62 5.94  C19 1.090
142 H -8.08 -5.77 3.53  C45 1.090
143 H -1.73 1.57 7.18  C43 1.090
144 H 11.70 2.05 -1.01  C20 1.090

Mulliken atomic charge list, values in e, 4 entries: -0.328, -0.299, -0.259, -0.263

Of them, the most stable is <P> and the least stable is <R>.